{
  "formula": "C22H20ClN3O2",
  "method": "the ωB97M-V functional and the def2-TZVPD basis",
  "lumo_ev": 0.012,
  "e_tot_ha": -1625.28077,
  "orbital_gap_ev": 8.685,
  "fmax_ev_per_a": 3.3,
  "smiles": "C[C@@]1(Cc2ccc([C@@H]3C=CN=CC3)cc2)NC(=O)c2cc(Cl)ccc2NC1=O",
  "homo_ev": -8.6727,
  "relative_energy_kcal_mol": 51.6,
  "elements": ["O", "O", "Cl", "N", "C", "C", "C", "C", "C", "C", "C", "C", "C", "C", "C", "C", "C", "C", "C", "C", "C", "N", "N", "C", "C", "C", "C", "C", "H", "H", "H", "H", "H", "H", "H", "H", "H", "H", "H", "H", "H", "H", "H", "H", "H", "H", "H", "H"],
  "xyz": [[2.8481, 0.0264, 1.9161], [1.3089, -3.9861, -1.5969], [1.4652, 3.7227, -1.2591], [-3.8860, 4.3455, -0.7896], [2.5405, -0.6830, 0.9715], [1.7193, -3.0277, -0.9491], [-2.5943, 4.5213, -0.6489], [-4.5213, 3.1842, -0.3153], [-3.8514, 2.2288, 0.3795], [1.6150, 1.3413, -2.6213], [1.9968, 1.3371, -0.2495], [1.8945, -0.0353, -2.7042], [-1.8044, 0.1676, -0.2655], [-1.0128, 0.6087, 1.9743], [-1.2236, -1.1054, -0.2900], [-0.5265, -0.7264, 2.0212], [1.6950, 2.0105, -1.4013], [2.1874, -0.0463, -0.2687], [2.1470, -0.7544, -1.5137], [-1.6672, 1.0533, 0.8194], [-0.5391, -1.5632, 0.8830], [2.3737, -2.0919, -1.7052], [2.3689, -1.9962, 1.3069], [-1.6971, 3.3967, -0.1496], [-2.3908, 2.3859, 0.7550], [2.2371, -4.3531, 1.0589], [0.0776, -2.9744, 0.9813], [1.5894, -3.0147, 0.6098], [-2.1164, 5.4271, -1.0259], [-5.5745, 3.1091, -0.4478], [-4.3723, 1.3590, 0.7834], [1.3772, 1.8948, -3.5261], [2.0466, 1.8726, 0.7143], [1.8359, -0.5042, -3.7003], [-2.4503, 0.4473, -1.0740], [-0.8681, 1.2703, 2.8273], [-1.3599, -1.7178, -1.1841], [-0.0629, -1.0550, 2.9365], [2.4110, -2.3687, -2.6678], [2.5721, -2.1576, 2.2679], [-1.2468, 2.8914, -0.9882], [-0.8937, 3.8224, 0.4250], [-2.3743, 2.8188, 1.7416], [2.0292, -4.5107, 2.1316], [3.3475, -4.3537, 0.9273], [1.8245, -5.2261, 0.5676], [-0.0133, -3.3382, 2.0229], [-0.4614, -3.6526, 0.3197]],
  "forces_ev_per_angstrom": [[0.9, 0.8, 0.3], [-0.1, 0.2, 1.3], [0.0, 0.2, -0.4], [1.9, 1.7, 0.1], [-0.8, -0.1, 3.2], [-0.2, -1.9, -0.9], [-2.4, -2.1, -0.3], [2.2, -1.3, 1.1], [-0.6, 0.7, -0.4], [0.4, -0.4, -0.2], [-0.2, -0.4, 0.9], [-0.6, 1.3, 0.6], [0.5, -0.5, 0.5], [0.2, -1.0, -0.7], [0.4, 0.4, 1.3], [0.0, 1.0, -1.2], [0.0, -0.1, -0.4], [0.1, -0.9, -2.9], [0.0, 2.7, -0.5], [-0.3, -0.6, 0.1], [-0.7, 0.0, 0.0], [0.4, 0.0, 1.6], [-0.4, -0.2, -2.6], [-0.4, 0.6, 0.3], [-0.4, -0.1, -0.4], [0.3, -0.2, 0.5], [-0.1, 0.8, 0.1], [0.6, -0.5, -0.3], [-0.3, -0.1, 0.1], [-0.6, 0.1, -0.4], [0.0, 0.2, -0.1], [0.0, -0.1, 0.2], [0.1, -0.5, -0.7], [0.1, 0.0, 0.7], [-0.1, 0.3, -0.5], [-0.2, -0.2, -0.1], [0.2, 0.0, 0.4], [0.1, -0.2, 0.1], [-0.1, -0.2, -0.3], [0.1, -0.1, 0.6], [0.2, -0.1, -0.6], [0.6, 0.2, 0.0], [-0.1, 0.1, 0.7], [0.2, 0.3, -0.2], [-0.9, 0.2, 0.0], [-0.1, 0.1, -0.3], [0.0, 0.2, -0.5], [0.1, -0.1, 0.1]]
}

---

{
  "formula": "C22H20ClN7O2",
  "method": "the ωB97M-V functional and the def2-TZVPD basis",
  "lumo_ev": 0.476,
  "e_tot_ha": -1844.24734,
  "orbital_gap_ev": 8.675,
  "fmax_ev_per_a": 1.8,
  "smiles": "COc1ccc(C2=C[C@H](c3c(C)nn(-c4ccccc4)c3Cl)n3nnnc3N2)cc1OC",
  "homo_ev": -8.1987,
  "elements": ["C", "H", "O", "C", "C", "C", "C", "C", "C", "O", "C", "H", "H", "H", "H", "C", "C", "C", "N", "C", "N", "N", "N", "N", "H", "C", "C", "N", "N", "C", "C", "H", "H", "H", "C", "C", "C", "C", "C", "C", "H", "H", "H", "H", "H", "Cl", "H", "H", "H", "H", "H", "H"],
  "xyz": [[7.0643, 2.7700, -0.1040], [7.5183, 2.1026, -0.8390], [5.6967, 2.9893, -0.3702], [4.7829, 1.9864, -0.3113], [3.4728, 2.4019, -0.5413], [2.4107, 1.5240, -0.5208], [2.6332, 0.1822, -0.2432], [3.9384, -0.2484, -0.0128], [5.0194, 0.6198, -0.0579], [6.3136, 0.2047, 0.1287], [6.5727, -1.1677, 0.2907], [6.2216, -1.7494, -0.5676], [6.1246, -1.5611, 1.2089], [7.6564, -1.2496, 0.3602], [4.1094, -1.2977, 0.1700], [1.5253, -0.7802, -0.1897], [0.5204, -0.7934, -1.0741], [-0.6290, -1.7653, -1.0433], [-0.3890, -2.7065, 0.0283], [0.6275, -2.6634, 0.9223], [0.4866, -3.6639, 1.7669], [-0.6132, -4.3036, 1.3741], [-1.1424, -3.7661, 0.3612], [1.5953, -1.7265, 0.8316], [2.2847, -1.6549, 1.5599], [-1.9613, -1.0993, -0.8487], [-2.2666, 0.0978, -0.2323], [-3.6132, 0.2644, -0.2998], [-4.1793, -0.7764, -0.9228], [-3.2186, -1.6143, -1.2472], [-3.4841, -2.9135, -1.9113], [-4.5554, -3.0451, -2.0256], [-3.0770, -3.7210, -1.3043], [-3.0122, -2.9458, -2.8928], [-4.4179, 1.3379, 0.1191], [-4.1627, 2.0355, 1.2929], [-4.9880, 3.0869, 1.6518], [-6.0696, 3.4338, 0.8606], [-6.3374, 2.7163, -0.2942], [-5.5156, 1.6711, -0.6683], [-5.7080, 1.0951, -1.5593], [-7.1870, 2.9747, -0.9080], [-6.7078, 4.2555, 1.1481], [-4.7870, 3.6315, 2.5621], [-3.3411, 1.7547, 1.9316], [-1.2197, 1.2660, 0.4420], [-0.6801, -2.3324, -1.9875], [0.5053, -0.0806, -1.8804], [1.4100, 1.8837, -0.6958], [3.3188, 3.4508, -0.7382], [7.2219, 2.3657, 0.8977], [7.5256, 3.7550, -0.1746]],
  "forces_ev_per_angstrom": [[0.5, 0.1, 0.1], [0.0, 0.1, 0.1], [-0.4, -0.1, -0.1], [-0.2, 0.0, 0.0], [0.3, -0.1, 0.0], [0.0, -0.2, 0.1], [0.2, 0.2, 0.0], [0.0, 0.0, 0.0], [0.2, 0.0, 0.0], [-0.3, 0.4, -0.1], [0.1, -0.2, 0.0], [0.0, 0.0, 0.0], [0.0, 0.0, 0.0], [-0.1, -0.1, 0.0], [0.1, -0.1, 0.0], [-0.3, -0.1, -0.4], [0.2, -0.3, 0.1], [-0.6, 0.2, -0.3], [1.5, -0.1, 1.1], [-0.9, -0.6, -0.4], [1.0, 0.7, 0.2], [-0.4, -0.7, 0.4], [-0.9, 0.0, -0.9], [0.3, 0.2, 0.1], [-0.1, 0.0, 0.0], [-0.1, 0.3, 0.1], [0.0, -0.3, -0.3], [0.8, -0.3, 0.1], [-0.7, -0.5, -0.2], [0.3, 0.5, 0.2], [-0.1, 0.0, 0.0], [-0.1, -0.1, -0.1], [0.0, -0.1, -0.1], [0.0, -0.1, -0.1], [-0.5, 0.5, 0.1], [0.0, -0.2, 0.0], [0.0, 0.1, 0.0], [0.0, 0.1, 0.0], [0.0, 0.0, 0.0], [0.1, -0.1, 0.0], [0.0, 0.0, -0.1], [-0.1, 0.0, -0.1], [-0.1, 0.1, 0.0], [0.0, 0.0, 0.1], [0.0, 0.0, 0.0], [0.0, 0.1, 0.1], [0.1, 0.1, 0.2], [0.1, 0.1, -0.1], [-0.1, 0.0, 0.0], [0.0, 0.1, 0.0], [0.0, 0.0, -0.1], [0.0, -0.1, 0.0]]
}

---

{
  "formula": "C22H20CuIN2O7",
  "method": "the ωB97M-V functional and the def2-TZVPD basis",
  "lumo_ev": [2.194, 1.999],
  "e_tot_ha": -3424.84066,
  "orbital_gap_ev": [7.362, 7.147],
  "fmax_ev_per_a": 1.3,
  "spin_multiplicity": 2,
  "homo_ev": [-5.1676, -5.1488],
  "total_charge": -1,
  "relative_energy_kcal_mol": 12.1,
  "elements": ["Cu", "C", "C", "N", "C", "C", "C", "O", "C", "C", "N", "C", "C", "C", "C", "C", "C", "I", "C", "O", "H", "H", "H", "H", "H", "H", "H", "H", "H", "H", "H", "H", "O", "C", "O", "C", "C", "C", "C", "C", "O", "C", "C", "O", "O", "H", "H", "H", "H", "H", "H", "H", "H"],
  "xyz": [[0.4681, -0.0018, 0.0614], [3.1695, -3.5494, -0.4749], [2.7923, -2.6948, -1.6388], [2.8963, -3.2041, -2.8347], [2.5457, -2.4849, -3.9045], [2.1056, -1.1860, -3.8283], [1.6805, -0.4607, -5.0770], [0.2898, -0.3816, -5.2583], [1.9888, -0.5892, -2.5495], [1.5710, 0.7598, -2.4155], [1.3219, 1.2978, -1.2715], [0.8200, 2.5724, -1.1064], [0.1643, 3.2847, -2.1151], [-0.3546, 4.5396, -1.8736], [-0.2586, 5.1054, -0.6115], [0.3555, 4.4056, 0.4145], [0.8851, 3.1581, 0.1591], [1.8131, 2.0809, 1.7174], [2.2925, -1.3652, -1.3827], [2.1703, -0.9571, -0.1809], [3.1628, -4.5934, -0.7755], [2.4690, -3.3642, 0.3349], [4.1669, -3.2897, -0.1219], [2.6374, -2.9910, -4.8561], [2.0603, -1.0079, -5.9470], [2.1336, 0.5472, -5.0987], [-0.1866, -0.2257, -4.4185], [1.5066, 1.3620, -3.3210], [0.0131, 2.8198, -3.0775], [-0.8574, 5.0697, -2.6697], [-0.6857, 6.0754, -0.4160], [0.4089, 4.8176, 1.4111], [-2.8176, 0.2153, 1.6240], [-1.8819, -0.4416, 1.2106], [-0.6567, -0.3037, 1.5668], [-2.1908, -1.6920, 0.3179], [-1.1410, -2.7782, 0.6053], [-1.6772, -4.1483, 0.1465], [-1.5119, -4.0266, -1.3776], [-0.9385, -2.6043, -1.4928], [-0.1204, -2.4925, -0.3431], [-2.0411, -1.5612, -1.2130], [-1.4885, -0.2293, -1.7650], [-1.3822, -0.1341, -2.9903], [-1.1298, 0.6555, -0.9356], [-3.2035, -2.0054, 0.5865], [-0.7280, -2.7482, 1.6113], [-2.7138, -4.2975, 0.4493], [-1.0694, -4.9568, 0.5556], [-2.4505, -4.1317, -1.9196], [-0.7945, -4.7498, -1.7682], [-0.3639, -2.4206, -2.4002], [-2.9634, -1.7904, -1.7552]],
  "forces_ev_per_angstrom": [[0.1, 0.5, -0.2], [-0.1, 0.1, 0.1], [0.0, 0.1, 0.2], [0.2, -0.5, 0.2], [-0.1, 0.6, -0.4], [0.0, -0.2, -0.1], [0.3, 0.1, -0.1], [-0.4, 0.1, 0.1], [0.1, -0.8, 0.4], [0.1, 0.8, 0.2], [-0.1, -1.0, -0.1], [-0.2, 1.1, -0.2], [0.1, -0.1, 0.0], [0.0, 0.0, 0.0], [0.0, 0.0, 0.1], [-0.1, 0.1, 0.0], [0.4, -0.4, 0.2], [0.0, 0.5, 0.0], [0.2, 0.0, -0.8], [0.2, -0.2, 0.6], [0.0, 0.0, 0.0], [0.0, -0.1, 0.1], [0.1, 0.0, 0.1], [-0.1, 0.1, -0.2], [0.1, 0.1, 0.1], [0.0, -0.2, -0.1], [0.0, -0.1, 0.0], [0.0, 0.1, 0.0], [0.0, -0.1, -0.1], [-0.1, 0.0, 0.0], [-0.1, 0.2, 0.0], [0.0, 0.0, 0.0], [-0.2, 0.2, 0.1], [-1.1, -0.7, -0.3], [0.9, 0.0, 0.3], [0.2, 0.3, 0.5], [-0.5, -0.4, 0.7], [0.2, 0.1, 0.2], [0.1, 0.1, -0.2], [-0.4, -0.5, -0.8], [0.2, -0.1, 0.0], [0.3, 0.4, -0.4], [-0.5, -0.5, 0.0], [0.0, 0.1, -0.5], [-0.1, 0.3, 0.3], [0.2, 0.0, 0.0], [0.0, 0.0, -0.1], [0.0, 0.0, 0.1], [0.0, 0.0, 0.0], [0.0, 0.0, -0.1], [0.0, 0.0, 0.0], [0.0, 0.1, 0.1], [0.2, 0.1, 0.1]]
}

---

{
  "formula": "C22H20F4O5",
  "method": "the ωB97M-V functional and the def2-TZVPD basis",
  "lumo_ev": -4.235,
  "e_tot_ha": -1625.85081,
  "orbital_gap_ev": 2.658,
  "fmax_ev_per_a": 1.6,
  "homo_ev": -6.8928,
  "relative_energy_kcal_mol": 66.0,
  "elements": ["C", "C", "O", "C", "C", "C", "C", "O", "C", "O", "O", "C", "C", "O", "H", "H", "H", "H", "H", "H", "H", "H", "H", "H", "H", "H", "H", "F", "C", "C", "C", "F", "C", "C", "C", "C", "C", "C", "F", "C", "C", "F", "C", "C", "H", "H", "H", "H", "H", "H", "H"],
  "xyz": [[-3.6950, -1.4003, 3.6002], [-2.8395, -0.2420, 3.1771], [-1.5179, -0.7141, 2.8435], [-0.7192, 0.3419, 2.5795], [0.6885, -0.0291, 2.2505], [1.1499, -1.4123, 2.3806], [2.5379, -1.7756, 1.9074], [0.4539, -2.3161, 2.8642], [1.5815, 1.0720, 1.8763], [2.8122, 0.9761, 1.7335], [1.0059, 2.2720, 1.6896], [1.9961, 3.2530, 1.3069], [1.3601, 4.6092, 1.2786], [-1.1646, 1.4808, 2.6414], [-4.6883, -1.0122, 3.8330], [-3.8071, -2.1452, 2.8087], [-3.3119, -1.8792, 4.5053], [-3.2627, 0.2544, 2.2957], [-2.7590, 0.4835, 3.9935], [3.1272, -0.9088, 1.6077], [3.0625, -2.3039, 2.7117], [2.4562, -2.4779, 1.0668], [2.8170, 3.2473, 2.0315], [2.3929, 2.9937, 0.3172], [2.1202, 5.3318, 0.9751], [0.5413, 4.6753, 0.5595], [1.0057, 4.9135, 2.2660], [8.3507, 0.8281, 3.0072], [7.3279, 0.0136, 3.4457], [7.3665, -1.3294, 3.0793], [6.3205, -2.1218, 3.5536], [6.2904, -3.4503, 3.1907], [5.3078, -1.6346, 4.3539], [5.2740, -0.2518, 4.7239], [4.1980, 0.1430, 5.5560], [3.8998, 1.3856, 6.1657], [2.7408, 1.4122, 7.0059], [2.3889, 2.5646, 7.6759], [1.2860, 2.5382, 8.5000], [3.1030, 3.7600, 7.5652], [4.2190, 3.7296, 6.7329], [4.9470, 4.8929, 6.5906], [4.6402, 2.6006, 6.0440], [6.3258, 0.5749, 4.2247], [8.1576, -1.7368, 2.4612], [4.5163, -2.2866, 4.7214], [3.5114, -0.6673, 5.8206], [2.1613, 0.4972, 7.1066], [2.8050, 4.6557, 8.0968], [5.5277, 2.6556, 5.4291], [6.3550, 1.6336, 4.4434]],
  "forces_ev_per_angstrom": [[-0.2, -0.3, 0.1], [0.0, -0.2, 0.0], [-0.6, 0.6, 0.1], [0.6, 0.3, -0.1], [-0.5, 0.6, 0.3], [-0.6, -0.2, 0.4], [0.6, -0.1, -0.3], [0.7, 0.6, -0.3], [0.7, -0.8, 0.1], [-0.7, 0.1, 0.2], [0.8, 0.4, -0.3], [-0.2, 0.1, 0.0], [-0.2, 0.4, 0.0], [0.4, -0.7, 0.0], [-0.1, 0.0, 0.0], [0.1, 0.0, 0.1], [0.0, 0.0, -0.2], [0.1, 0.0, 0.3], [-0.1, 0.0, -0.3], [-0.1, -0.4, 0.0], [-0.2, -0.1, 0.0], [-0.1, 0.1, 0.2], [-0.1, -0.1, -0.2], [0.0, 0.0, 0.3], [0.0, 0.0, 0.0], [0.0, -0.1, 0.1], [-0.1, -0.1, -0.1], [-1.2, -0.9, 0.5], [0.5, 1.0, 0.0], [-0.6, 0.0, 0.4], [0.0, -1.1, -0.4], [0.1, 1.6, 0.5], [-0.3, 0.4, 0.3], [0.8, -0.6, -0.7], [0.2, -0.1, -0.1], [-0.6, 1.2, 0.7], [0.4, -0.3, -0.3], [-0.8, 0.1, 0.7], [1.3, 0.1, -1.0], [0.0, -0.6, -0.2], [0.7, 0.6, -0.4], [-0.8, -1.4, 0.2], [-0.3, -0.1, 0.1], [0.0, -0.2, -0.1], [-0.1, 0.1, 0.1], [0.3, 0.0, -0.2], [0.1, 0.3, -0.2], [-0.1, 0.3, 0.1], [0.0, -0.1, -0.1], [-0.3, 0.3, 0.3], [0.3, -0.4, -0.3]]
}